Here is a 2-piece molecular cluster, C4H3N overall in a non-equilibrium geometry from the Open Molecules 2025 dataset. Energies are from ωB97M-V with the def2-TZVPD basis set.

HOMO level (spin up / spin down): -6.117 / -11.572 eV
total charge: 0
gap between HOMO and LUMO (spin up / spin down): 6.82 / 7.82 eV
spin multiplicity: 3
LUMO level (spin up / spin down): 0.0257 / -0.1377 Ha
energy relative to the best compared isomer or geometry (same formula, charge and spin): 65.4 kcal/mol
strongest force on any atom: 2.90 eV/Å

```
8
Properties=species:S:1:pos:R:3:forces:R:3
C -2.0674 0.1523 0.1466 -2.30 -0.17 -0.85
C 1.2064 0.7534 -0.0700 0.49 -1.56 -0.37
C 0.9382 -0.4480 -0.5873 -0.79 -1.87 -2.07
C 0.3080 -0.0608 0.6570 -0.20 0.26 0.99
N -3.1309 -0.2195 -0.1860 1.49 0.30 0.48
H 1.8985 1.5526 -0.1841 0.04 0.69 0.10
H 0.8321 -1.2832 -1.4056 0.65 2.21 1.72
H 0.0150 -0.4469 1.6294 0.62 0.15 0.00
```
Positions in Å, forces in eV/Å.

***

Here is a 2-piece molecular cluster, C4H3N2 overall in a non-equilibrium geometry from the Open Molecules 2025 dataset. Energies are from ωB97M-V with the def2-TZVPD basis set.

HOMO level (spin up / spin down): -13.601 / -16.546 eV
total charge: +1
gap between HOMO and LUMO (spin up / spin down): 4.34 / 8.08 eV
spin multiplicity: 3
LUMO level (spin up / spin down): -0.3404 / -0.3111 Ha
energy relative to the best compared isomer or geometry (same formula, charge and spin): 69.8 kcal/mol
strongest force on any atom: 2.21 eV/Å

```
9
Properties=species:S:1:pos:R:3:forces:R:3
C -3.1200 0.2615 -0.3381 -0.15 0.48 -1.14
C -2.1553 -0.1936 0.3892 0.29 -0.01 0.12
C 0.4992 0.9510 0.0680 -0.96 0.58 -0.23
C 2.6674 -0.2600 -0.0531 -0.49 0.67 0.79
N -3.8351 0.6801 -1.1903 -0.26 0.11 0.12
N 1.5152 0.3480 -0.1467 1.75 -1.32 0.29
H -1.8898 -0.7553 1.2265 0.51 -0.56 0.97
H 3.3064 -0.0547 0.8325 -0.52 -0.05 -0.54
H 3.0119 -0.9770 -0.7879 -0.18 0.09 -0.38
```
Positions in Å, forces in eV/Å.

***

Here is an isolated ion of composition C4H3N2O2 and charge +1 in a non-equilibrium geometry from the Open Molecules 2025 dataset. Energies are from ωB97M-V with the def2-TZVPD basis set.

HOMO level: -15.974 eV
total charge: +1
gap between HOMO and LUMO: 8.50 eV
LUMO level: -0.2748 Ha
energy relative to the best compared isomer or geometry (same formula, charge and spin): 28.6 kcal/mol
strongest force on any atom: 4.69 eV/Å

```
11
Properties=species:S:1:pos:R:3:forces:R:3
C -0.0907 -1.8847 0.1436 -0.20 0.06 0.72
C 1.1918 1.4984 -0.1796 0.30 0.98 0.22
C 1.2670 0.0223 0.1141 -0.83 -1.45 -0.07
C -1.1995 0.3205 0.0061 -1.77 -4.17 -1.25
N -0.4157 -2.9808 0.1961 0.11 -0.53 -0.23
N 0.0511 -0.5446 0.2259 -0.83 1.71 -0.63
O 1.5158 2.5401 -0.3629 -0.02 0.54 -0.21
O 2.3811 -0.3576 0.1247 0.66 -0.22 0.14
H -1.5736 0.8133 0.8480 -0.11 0.36 1.78
H -1.0647 1.0364 -0.7553 0.41 0.63 -1.28
H -2.0626 -0.4632 -0.3605 2.26 2.10 0.83
```
Positions in Å, forces in eV/Å.

***

Here is one molecule with the formula C4H3N3 in a non-equilibrium geometry from the Open Molecules 2025 dataset. Energies are from ωB97M-V with the def2-TZVPD basis set.

HOMO level: -9.396 eV
total charge: 0
gap between HOMO and LUMO: 9.95 eV
LUMO level: 0.0205 Ha
energy relative to the best compared isomer or geometry (same formula, charge and spin): 18.9 kcal/mol
strongest force on any atom: 1.17 eV/Å

```
10
Properties=species:S:1:pos:R:3:forces:R:3
N 2.8584 -0.2607 -0.9995 -0.30 -0.28 1.10
C 2.0449 -0.4134 -0.1891 0.96 0.01 -0.60
C 0.7629 -0.4065 0.4460 -0.08 0.04 -0.43
N -0.1048 -1.3821 0.2531 0.08 0.20 -0.19
C -1.2930 -0.7621 0.0205 -0.16 0.02 -0.02
C -1.1398 0.6059 0.0648 -0.09 -0.04 0.04
N 0.1522 0.8170 0.4135 0.05 0.02 -0.28
H -2.1683 -1.3339 -0.2510 0.03 0.13 0.16
H -1.7280 1.4312 -0.2914 -0.46 -0.01 0.48
H 0.6155 1.7046 0.5330 -0.03 -0.10 -0.24
```
Positions in Å, forces in eV/Å.

***

Here is one molecule with the formula C4H3N3 in a non-equilibrium geometry from the Open Molecules 2025 dataset. Energies are from ωB97M-V with the def2-TZVPD basis set.

HOMO level: -10.577 eV
total charge: 0
gap between HOMO and LUMO: 10.09 eV
LUMO level: -0.0178 Ha
energy relative to the best compared isomer or geometry (same formula, charge and spin): 64.2 kcal/mol
strongest force on any atom: 8.44 eV/Å

```
10
Properties=species:S:1:pos:R:3:forces:R:3
C -0.4219 -0.6825 -1.5040 -4.42 -5.31 -4.85
C -0.1924 0.2430 -0.4063 -0.53 0.66 -0.59
C -0.8337 -0.0392 0.9362 2.31 1.77 0.12
C 1.1997 0.5931 -0.0162 -1.09 0.45 3.54
H -0.5696 1.2788 -0.7185 0.09 -1.12 0.24
H -1.8429 -0.1043 1.2501 -0.89 -0.70 -0.31
H 1.9169 0.8572 -0.7765 0.55 0.07 0.48
N -0.9623 -1.4737 -2.2795 3.97 5.19 4.89
N 0.0131 0.3362 1.8356 -0.94 -0.29 0.56
N 1.2328 0.7492 1.3278 0.95 -0.71 -4.08
```
Positions in Å, forces in eV/Å.

***

Here is one molecule with the formula C4H3N3 from the Open Molecules 2025 dataset. Energies are from ωB97M-V with the def2-TZVPD basis set.

HOMO level: -9.543 eV
total charge: 0
gap between HOMO and LUMO: 10.36 eV
LUMO level: 0.0302 Ha
energy relative to the best compared isomer or geometry (same formula, charge and spin): 55.4 kcal/mol
strongest force on any atom: 0.50 eV/Å

```
10
Properties=species:S:1:pos:R:3:forces:R:3
C -1.3038 1.9364 -1.0721 0.22 -0.36 0.19
C -0.7212 1.0357 -0.5249 -0.25 0.37 -0.23
C -0.0249 -0.0471 0.0768 0.10 -0.18 0.06
C -0.4228 -1.1596 0.7843 -0.12 0.08 -0.02
N 0.6702 -1.9124 1.0659 0.04 0.14 -0.04
N 1.7234 -1.3306 0.5821 -0.16 0.03 0.06
N 1.3207 -0.2110 -0.0131 0.01 0.09 -0.03
H -1.8254 2.7211 -1.5754 0.09 -0.12 0.13
H -1.4147 -1.4431 1.1037 0.15 0.02 -0.09
H 1.9986 0.4106 -0.4271 -0.08 -0.09 -0.02
```
Positions in Å, forces in eV/Å.

***

Here is one molecule with the formula C4H3N3 in a non-equilibrium geometry from the Open Molecules 2025 dataset. Energies are from ωB97M-V with the def2-TZVPD basis set.

HOMO level: -9.879 eV
total charge: 0
gap between HOMO and LUMO: 9.68 eV
LUMO level: -0.0073 Ha
energy relative to the best compared isomer or geometry (same formula, charge and spin): 105.7 kcal/mol
strongest force on any atom: 1.30 eV/Å

```
10
Properties=species:S:1:pos:R:3:forces:R:3
N -3.0059 0.0054 1.7202 1.02 0.00 -0.52
C -1.9737 0.0000 1.1984 -1.14 0.01 0.62
C -0.6501 -0.0569 0.5985 0.07 -0.22 0.18
N -0.5713 0.6162 -0.6231 0.25 -0.11 -0.01
C 0.5757 0.4039 -1.1223 0.08 -0.24 0.44
C 1.7167 -0.1586 -1.3996 -0.36 0.39 -0.18
N 0.3217 -0.6821 1.1350 -0.38 0.14 0.02
H 0.8580 0.7005 -2.2563 0.59 -0.02 -0.28
H 2.6944 0.3002 -1.2543 -0.21 0.01 -0.22
H 0.0344 -1.1287 2.0034 0.08 0.05 -0.05
```
Positions in Å, forces in eV/Å.

***

Here is a 2-piece molecular cluster, C4H3N3 overall in a non-equilibrium geometry from the Open Molecules 2025 dataset. Energies are from ωB97M-V with the def2-TZVPD basis set.

HOMO level (spin up / spin down): -5.106 / -11.529 eV
total charge: 0
gap between HOMO and LUMO (spin up / spin down): 5.85 / 8.67 eV
spin multiplicity: 3
LUMO level (spin up / spin down): 0.0272 / -0.1052 Ha
energy relative to the best compared isomer or geometry (same formula, charge and spin): 40.8 kcal/mol
strongest force on any atom: 3.72 eV/Å

```
10
Properties=species:S:1:pos:R:3:forces:R:3
C 0.1731 0.6070 1.1147 -0.05 -0.69 0.72
C -0.5751 -1.5412 1.8055 -0.27 0.11 -0.39
C 0.2092 0.2126 -3.0013 -0.08 -0.31 -0.41
C -0.7318 -0.3406 1.1029 -1.49 -1.27 -0.42
N 0.8785 1.5625 1.2885 2.60 2.53 -0.84
N -0.4709 -2.5351 2.3707 0.22 -0.98 0.67
N 0.4576 0.8432 -2.0871 0.18 0.44 0.67
H -0.0072 -0.3825 -3.8506 -0.09 -0.15 -0.25
H -1.6259 -0.2391 0.5062 -1.09 -0.26 -0.34
H 1.6924 1.8131 0.7505 0.07 0.57 0.59
```
Positions in Å, forces in eV/Å.

***

Here is C4H3N3O as an isolated structure in a non-equilibrium geometry from the Open Molecules 2025 dataset. Energies are from ωB97M-V with the def2-TZVPD basis set.

HOMO level: -10.445 eV
total charge: 0
gap between HOMO and LUMO: 9.22 eV
LUMO level: -0.0449 Ha
energy relative to the best compared isomer or geometry (same formula, charge and spin): 105.1 kcal/mol
strongest force on any atom: 9.26 eV/Å

```
11
Properties=species:S:1:pos:R:3:forces:R:3
C -0.4732 -0.0028 1.9011 1.51 -3.50 3.61
C -0.8968 0.8691 0.8736 -0.48 4.97 3.88
C 0.2444 -0.7292 -1.5285 4.19 -3.31 -2.58
C 1.5114 -0.0210 -1.6764 7.73 0.58 -5.07
H 0.2312 -1.1434 1.5504 -2.16 3.33 1.23
H -1.1237 1.9272 1.2523 0.17 -1.62 -0.12
H 0.2244 -1.8026 -1.9543 0.35 1.88 0.36
N -0.8889 0.8257 -0.3290 0.01 -1.86 -5.73
N -0.7274 -0.4189 -0.9014 -4.63 1.90 2.63
N 2.6088 0.1455 -2.2506 -7.71 -0.76 4.51
O -0.7102 0.3505 3.0627 1.02 -1.61 -2.72
```
Positions in Å, forces in eV/Å.

***

Here is one molecule with the formula C4H3N3O in a non-equilibrium geometry from the Open Molecules 2025 dataset. Energies are from ωB97M-V with the def2-TZVPD basis set.

HOMO level: -9.968 eV
total charge: 0
gap between HOMO and LUMO: 9.09 eV
LUMO level: -0.0324 Ha
energy relative to the best compared isomer or geometry (same formula, charge and spin): 53.8 kcal/mol
strongest force on any atom: 7.09 eV/Å

```
11
Properties=species:S:1:pos:R:3:forces:R:3
C 1.2411 -0.4871 -0.1828 5.01 4.09 0.33
C 0.7968 1.0123 -0.1437 5.73 0.93 2.15
C -0.9637 -0.0984 0.3257 0.41 -2.88 -2.27
C -2.3551 -0.4371 -0.0957 -5.67 1.74 0.25
H 1.3552 1.5223 0.7984 -0.88 -1.47 -1.47
H 1.2529 1.7451 -0.8404 -0.91 -0.72 -0.43
H 0.0997 -2.2054 0.4436 -0.14 3.87 -0.96
N -0.4971 1.0385 0.1357 -4.78 2.27 -0.11
N 0.1261 -1.1001 0.1779 -1.97 -5.10 1.29
N -3.5402 -0.3101 -0.3515 6.87 -1.20 1.30
O 2.4845 -0.6801 -0.2673 -3.65 -1.50 -0.09
```
Positions in Å, forces in eV/Å.